# C64H176N16O16

16 unconnected molecules or ions with the total composition C64H176N16O16 at a distorted geometry (ωB97M-V with the def2-TZVPD basis set, OMol25).

Highest occupied orbital energy in eV: -8.51
Largest force on an atom in eV/A: 4.30
ΔE to the lowest compared entry with this formula, charge and spin in eV: 4.5758
Frontier orbital gap in eV: 8.9276
Electronic energy in a.u.: -4623.51687

Last column: Löwdin charge in e.
Cartesian coordinates (Å):
O (-9.48, 23.35, -9.67)  -0.22
O (-14.38, 18.11, -9.15)  -0.20
O (-1.68, 21.38, -11.60)  -0.22
O (-17.71, 24.73, -6.31)  -0.14
O (-13.10, 21.75, -11.85)  -0.19
O (-4.26, 20.94, -4.28)  -0.23
O (-9.57, 18.09, -8.48)  -0.21
O (-10.67, 29.11, -8.03)  -0.18
O (-9.04, 21.90, -5.01)  -0.20
O (-7.52, 26.61, -12.13)  -0.23
O (-4.62, 22.94, -15.71)  -0.20
O (-7.03, 26.80, -6.65)  -0.21
O (-9.59, 20.94, -17.29)  -0.19
O (-6.06, 16.74, -5.77)  -0.19
O (-1.86, 26.34, -10.69)  -0.19
O (-11.48, 24.99, -3.90)  -0.18
N (-6.88, 22.51, -11.12)  0.07
N (-8.51, 21.65, -13.76)  0.06
N (-13.92, 27.32, -7.49)  0.05
N (-10.73, 20.84, -8.29)  0.07
N (-5.55, 20.07, -7.00)  0.08
N (-4.20, 29.21, -6.79)  0.05
N (-14.33, 24.29, -7.56)  0.02
N (-13.43, 21.66, -8.94)  0.04
N (-2.40, 22.94, -9.40)  0.06
N (-9.59, 24.49, -12.55)  0.07
N (-13.23, 28.36, -4.20)  0.03
N (-5.50, 24.73, -12.59)  0.06
N (-14.90, 23.87, -10.38)  0.04
N (-7.70, 19.45, -11.44)  0.06
N (-1.30, 23.20, -4.92)  0.05
N (-4.88, 20.08, -12.73)  0.05
C (-12.64, 27.17, -3.55)  -0.38
C (-9.73, 28.24, -7.30)  -0.06
C (-4.55, 21.13, -2.87)  -0.08
C (-2.73, 22.91, -4.62)  -0.41
C (-13.09, 23.22, -11.97)  -0.14
C (-14.08, 17.60, -7.76)  -0.03
C (-12.04, 28.95, -7.65)  -0.18
C (-7.67, 22.03, -4.72)  -0.10
C (-5.77, 23.04, -9.09)  -0.05
C (-5.51, 25.61, -14.82)  -0.05
C (-15.68, 20.94, -9.25)  -0.04
C (-12.63, 27.59, -8.06)  -0.41
C (-14.31, 20.54, -8.72)  -0.41
C (-4.02, 19.98, -10.54)  -0.06
C (-2.51, 25.07, -10.67)  -0.20
C (-3.91, 20.76, -11.89)  -0.41
C (-8.72, 18.81, -10.60)  -0.43
C (-2.97, 21.39, -4.71)  -0.21
C (-10.99, 26.15, -13.59)  -0.08
C (-12.78, 27.52, -9.62)  -0.05
C (-0.70, 24.50, -8.95)  -0.05
C (-6.48, 16.08, -4.52)  -0.06
C (-8.35, 18.29, -9.28)  -0.16
C (-9.56, 17.76, -11.42)  -0.04
C (-7.62, 25.97, -5.62)  -0.08
C (-0.35, 21.54, -12.15)  -0.06
C (-13.88, 26.55, -2.87)  -0.07
C (-14.47, 23.83, -11.77)  -0.43
C (-3.89, 18.23, -7.10)  -0.02
C (-10.72, 21.38, -6.93)  -0.40
C (-13.72, 19.32, -9.43)  -0.20
C (-16.57, 25.22, -6.93)  -0.23
C (-11.52, 20.38, -6.18)  -0.04
C (-15.50, 24.11, -6.72)  -0.37
C (-2.51, 20.78, -12.54)  -0.21
C (-5.98, 27.62, -6.17)  -0.20
C (-9.74, 21.06, -15.85)  -0.17
C (-3.67, 21.98, -16.13)  -0.12
C (-2.38, 27.14, -11.75)  -0.11
C (-4.51, 23.25, -14.32)  -0.16
C (-7.35, 20.48, -15.52)  -0.06
C (-9.25, 17.66, -7.16)  -0.10
C (-8.15, 23.78, -9.42)  -0.16
C (-4.27, 27.17, -8.03)  -0.06
C (-18.68, 25.69, -6.50)  -0.14
C (-3.73, 23.60, -5.60)  -0.04
C (-7.00, 27.43, -11.17)  -0.15
C (-5.98, 18.15, -5.63)  -0.23
C (-9.57, 25.80, -13.28)  -0.35
C (-9.12, 22.15, -17.92)  -0.10
C (-11.22, 23.88, -4.65)  -0.16
C (-8.99, 26.84, -12.27)  -0.12
C (-11.88, 26.23, -4.60)  -0.12
C (-2.19, 24.40, -9.32)  -0.39
C (-5.61, 24.36, -13.98)  -0.41
C (-8.40, 21.47, -15.24)  -0.44
C (-10.52, 24.18, -9.16)  -0.08
C (-14.90, 23.95, -5.29)  -0.04
C (-14.57, 25.26, -12.24)  -0.06
C (-5.40, 18.63, -6.92)  -0.42
C (-7.10, 22.69, -9.70)  -0.38
C (-9.27, 21.49, -6.38)  -0.14
C (-5.10, 28.21, -7.31)  -0.45
C (-11.79, 21.23, -12.04)  -0.11
H (-14.40, 20.47, -7.63)  0.12
H (-14.66, 27.75, -8.02)  0.08
H (-8.08, 22.36, -17.68)  0.07
H (-3.47, 27.64, -8.60)  0.09
H (-4.56, 26.09, -14.60)  0.08
H (-7.66, 18.99, -8.82)  0.11
H (-12.82, 23.58, -12.96)  0.12
H (-8.08, 22.42, -15.66)  0.12
H (-3.79, 20.66, -2.24)  0.09
H (-9.28, 27.87, -12.43)  0.13
H (-5.33, 18.37, -4.78)  0.12
H (-7.64, 22.14, -13.58)  0.03
H (-6.24, 26.38, -14.56)  0.06
H (-8.70, 24.35, -12.09)  0.04
H (-6.13, 25.52, -12.56)  0.02
H (-15.60, 21.21, -10.31)  0.08
H (-4.61, 22.33, -13.76)  0.08
H (-2.20, 19.78, -12.84)  0.13
H (-8.08, 24.11, -8.38)  0.11
H (-12.40, 28.78, -4.59)  0.04
H (-14.25, 24.81, -5.12)  0.05
H (-8.53, 18.36, -6.72)  0.06
H (-16.67, 25.41, -8.00)  0.12
H (-14.53, 18.34, -7.10)  0.07
H (-11.30, 19.31, -6.24)  0.06
H (-13.84, 23.42, -7.71)  0.04
H (-5.84, 23.34, -8.05)  0.08
H (-6.93, 18.66, -5.43)  0.10
H (-11.29, 27.11, -14.01)  0.09
H (-4.21, 21.80, -11.76)  0.11
H (-3.42, 27.42, -11.65)  0.07
H (-10.00, 21.35, -8.77)  0.06
H (-9.69, 28.39, -6.22)  0.08
H (-9.75, 23.04, -17.82)  0.09
H (-6.48, 28.43, -5.65)  0.12
H (-10.99, 26.80, -4.88)  0.09
H (-2.15, 24.42, -11.47)  0.12
H (-12.03, 23.50, -5.28)  0.06
H (-9.45, 26.64, -11.30)  0.10
H (-12.51, 21.50, -8.55)  0.02
H (-10.33, 23.91, -5.27)  0.07
H (-14.63, 24.59, -8.48)  0.02
H (-11.20, 22.35, -6.99)  0.11
H (-10.21, 20.23, -15.33)  0.12
H (-12.68, 19.09, -9.20)  0.11
H (-10.02, 27.19, -7.41)  0.06
H (-7.07, 20.56, -16.57)  0.08
H (-12.57, 20.51, -6.44)  0.07
H (-9.21, 22.33, -13.51)  0.03
H (-4.68, 29.66, -6.03)  0.06
H (-2.18, 26.72, -12.73)  0.08
H (-11.48, 23.71, -9.38)  0.08
H (-13.80, 19.43, -10.51)  0.13
H (-5.01, 19.76, -10.16)  0.06
H (-3.65, 21.08, -15.52)  0.07
H (-7.92, 17.28, -9.29)  0.13
H (-5.40, 20.58, -2.47)  0.08
H (-10.42, 19.88, -8.22)  0.05
H (-15.55, 25.73, -12.17)  0.08
H (-6.42, 15.00, -4.64)  0.08
H (-1.85, 22.48, -10.12)  0.03
H (-5.30, 23.93, -9.50)  0.08
H (-4.94, 20.52, -7.67)  0.05
H (0.23, 22.15, -11.45)  0.09
H (-8.74, 28.36, -7.75)  0.07
H (-10.50, 25.12, -9.70)  0.07
H (-5.67, 25.51, -15.90)  0.08
H (-2.14, 20.78, -4.37)  0.12
H (-14.21, 25.27, -13.26)  0.07
H (-2.77, 24.90, -8.55)  0.10
H (-3.56, 28.66, -6.24)  0.07
H (-8.84, 22.28, -6.99)  0.10
H (-16.34, 20.08, -9.24)  0.08
H (-10.46, 21.88, -15.74)  0.11
H (-0.41, 24.22, -7.94)  0.07
H (-4.90, 26.57, -8.68)  0.07
H (-3.53, 23.68, -14.14)  0.12
H (-7.57, 19.43, -15.31)  0.09
H (-11.36, 25.37, -14.26)  0.08
H (-14.27, 23.08, -5.11)  0.06
H (-7.46, 21.73, -9.33)  0.13
H (-5.80, 28.59, -8.05)  0.13
H (-8.67, 20.62, -6.66)  0.11
H (-11.11, 23.08, -3.92)  0.10
H (-4.73, 23.19, -5.49)  0.06
H (-10.35, 24.48, -8.12)  0.08
H (-3.85, 26.44, -7.33)  0.06
H (-13.57, 25.56, -2.53)  0.07
H (-12.55, 29.78, -8.14)  0.13
H (-1.08, 22.71, -5.77)  0.06
H (-10.16, 24.53, -11.71)  0.03
H (-8.69, 16.73, -7.14)  0.09
H (-1.79, 28.06, -11.77)  0.08
H (-5.19, 20.43, -6.13)  0.03
H (-9.09, 16.78, -11.43)  0.07
H (-3.05, 21.22, -5.78)  0.11
H (-5.02, 22.25, -9.18)  0.04
H (-3.51, 23.48, -6.66)  0.06
H (-18.35, 26.63, -6.06)  0.09
H (-15.63, 23.76, -4.51)  0.08
H (-6.48, 20.69, -14.90)  0.06
H (-7.97, 24.70, -9.98)  0.12
H (-8.16, 19.92, -12.21)  0.04
H (-14.50, 16.61, -7.63)  0.08
H (-11.36, 21.27, -13.04)  0.07
H (-14.68, 26.35, -3.58)  0.06
H (-13.00, 17.60, -7.58)  0.07
H (-9.75, 18.07, -12.45)  0.07
H (-9.52, 19.53, -10.46)  0.11
H (-10.54, 17.59, -10.97)  0.07
H (-0.92, 22.65, -4.16)  0.06
H (-5.33, 27.11, -5.46)  0.12
H (-5.83, 23.99, -12.00)  0.02
H (-3.77, 17.15, -7.04)  0.07
H (-7.57, 22.26, -3.66)  0.09
H (-6.91, 25.25, -5.21)  0.07
H (-7.53, 16.29, -4.31)  0.08
H (-8.11, 26.58, -4.87)  0.09
H (-0.06, 23.96, -9.66)  0.07
H (-5.92, 27.44, -11.08)  0.08
H (-4.70, 22.18, -2.62)  0.08
H (-11.85, 27.52, -2.89)  0.13
H (-3.52, 19.02, -10.71)  0.08
H (-5.77, 19.97, -12.27)  0.01
H (-0.45, 25.55, -9.05)  0.07
H (-13.18, 21.55, -9.91)  0.04
H (-3.47, 20.41, -9.71)  0.05
H (-6.53, 23.79, -14.10)  0.11
H (-7.18, 22.81, -5.30)  0.07
H (-3.83, 21.65, -17.16)  0.09
H (-18.99, 25.78, -7.54)  0.09
H (-14.38, 23.13, -9.93)  0.01
H (-11.70, 26.15, -12.76)  0.06
H (-11.45, 20.55, -5.11)  0.09
H (-15.19, 23.19, -12.29)  0.14
H (-7.22, 21.04, -4.84)  0.07
H (-7.76, 22.23, -11.52)  0.05
H (-7.50, 27.24, -10.22)  0.08
H (-16.13, 21.72, -8.64)  0.06
H (-19.61, 25.45, -5.99)  0.09
H (-15.89, 23.66, -10.30)  0.08
H (-10.10, 17.67, -6.47)  0.08
H (-16.21, 26.22, -6.67)  0.11
H (-7.26, 28.48, -11.27)  0.09
H (-3.31, 18.76, -6.35)  0.07
H (-5.99, 18.23, -7.74)  0.11
H (-13.44, 28.31, -9.98)  0.08
H (-7.30, 18.59, -11.80)  0.08
H (-3.38, 22.71, -9.55)  0.01
H (-2.63, 21.33, -13.47)  0.10
H (-2.93, 23.22, -3.60)  0.12
H (-14.08, 26.32, -7.56)  0.01
H (-2.66, 22.39, -16.07)  0.08
H (-3.70, 24.67, -5.37)  0.07
H (-3.49, 18.48, -8.08)  0.05
H (-12.40, 25.92, -5.50)  0.09
H (-11.99, 26.74, -7.83)  0.11
H (-15.95, 23.19, -7.11)  0.11
H (-3.57, 25.08, -10.90)  0.09
H (-6.24, 21.76, -11.36)  0.04
H (-5.83, 16.37, -3.69)  0.08
H (-11.80, 27.63, -10.08)  0.07
H (-13.95, 25.86, -11.57)  0.04
H (-8.90, 25.72, -14.14)  0.14
H (-9.10, 22.00, -19.00)  0.08
H (-13.37, 26.65, -9.87)  0.04
H (-14.28, 27.21, -2.10)  0.08
H (0.08, 20.58, -12.43)  0.09
H (-12.44, 23.66, -11.22)  0.11
H (-12.21, 29.18, -6.60)  0.09
H (-4.59, 19.11, -12.73)  0.08
H (-8.38, 25.35, -6.08)  0.06
H (-11.78, 20.17, -11.81)  0.08
H (-0.38, 22.09, -13.08)  0.09
H (-13.74, 28.06, -5.03)  0.04
H (-11.04, 21.60, -11.34)  0.08